No. 1
Entry from OMol25: a molecular structure, C9H6BeN2O5 (wB97M-V/def2-TZVPD).

```
23
C9H6BeN2O5 (wB97M-V/def2-TZVPD)
O -3.3108 2.0128 -2.7029
C -2.5143 1.5674 -2.0155
Be -0.7402 0.4034 -0.6324
O -3.0361 1.0761 1.7491
C -2.4097 0.9593 0.8073
C 0.1979 0.6131 -2.1440
O 0.9273 0.5530 -3.0325
C -0.3679 2.6532 -0.4050
O 0.0641 3.6771 -0.1166
C -1.7540 -1.0198 -0.9821
O -2.1863 -2.0676 -1.1556
C 1.2666 -1.9689 -0.6355
C 1.1303 -1.0080 0.4661
N 0.3278 0.0470 0.5644
C 0.5397 0.6648 1.8147
C 1.5160 -0.0705 2.4348
N 1.8580 -1.0985 1.5761
H 2.3043 -1.9469 -0.9842
H 1.0912 -2.9872 -0.2707
H 0.6091 -1.7974 -1.4929
H -0.0392 1.5372 2.1384
H 1.9917 0.0418 3.3793
H 2.5346 -1.8411 1.6399
```

The value obtained for the highest occupied orbital energy is -17.07 eV. Its frontier orbital gap is 7.86 eV. As for the total charge: +2. The lowest unoccupied orbital energy is -9.22 eV. The molar mass is 231.17 g/mol. The value obtained for the total energy is -23032.7974 eV.

Here are the natural (NBO) charges for atoms 1 to 8, given in e:
1. O -0.354
2. C 0.439
3. Be 1.436
4. O -0.348
5. C 0.448
6. C 0.377
7. O -0.302
8. C 0.449

No. 2
Entry from OMol25: a molecular structure, C9H6BiF5IN4S2 (wB97M-V/def2-TZVPD).

```
28
C9H6BiF5IN4S2 (wB97M-V/def2-TZVPD)
Bi 1.0143 -0.5434 -0.7727
F 5.9391 4.3526 0.5635
C 4.7650 3.7774 0.3619
C 4.6757 2.4020 0.2347
F 5.7619 1.6441 0.3145
C 3.4392 1.8261 0.0223
F 3.3933 0.4710 -0.0976
C 2.2697 2.5574 -0.0736
S 0.6426 1.9029 -0.2993
C 2.3910 3.9376 0.0594
F 1.3038 4.7011 -0.0169
C 3.6145 4.5464 0.2739
F 3.6908 5.8630 0.3950
C -2.1524 -5.3606 0.6222
C -2.4389 -3.9340 0.3532
N -3.5054 -3.2864 0.6944
N -3.3001 -2.0163 0.2432
C -2.1376 -1.8579 -0.3746
S -1.5913 -0.4033 -1.0836
N -1.5704 -3.0857 -0.3184
N -0.3215 -3.3769 -0.8563
H -3.0238 -5.8030 1.0968
H -1.2963 -5.4704 1.2891
H -1.9432 -5.8986 -0.3030
H -3.9941 -1.3020 0.4066
H -0.4220 -4.0459 -1.6138
H 0.2791 -3.7518 -0.1264
I 0.8727 -1.4610 1.8357
```

The value obtained for the highest occupied orbital energy is -11.62 eV. Its frontier orbital gap is 7.61 eV. As for the total charge: +1. The lowest unoccupied orbital energy is -4.01 eV. The molar mass is 665.18 g/mol. The value obtained for the total energy is -64583.0305 eV. As for the relative energy (zero: lowest compared OMol25 entry of this formula, charge and spin): 0.000 eV.

Here are the natural (NBO) charges for atoms 1 to 8, given in e:
1. Bi 1.136
2. F -0.263
3. C 0.284
4. C 0.284
5. F -0.270
6. C 0.304
7. F -0.323
8. C -0.292

No. 3
Entry from OMol25: a molecular structure, C9H6Cl2GaLuN2O4 (wB97M-V/def2-TZVPD).

```
25
C9H6Cl2GaLuN2O4 (wB97M-V/def2-TZVPD)
Ga 0.7775 0.3157 -5.3448
Lu -0.1885 1.8706 -0.6584
Cl 0.2154 -1.5447 -4.2950
Cl -1.5965 3.5897 0.1642
C 1.9085 2.8755 -0.5924
C 1.1531 -1.6561 -6.8265
C 0.8108 2.1268 -5.9187
O 2.9800 3.3312 -0.5795
O 1.1859 -2.8052 -6.9849
O 0.8056 3.2294 -6.3574
N -2.2265 -1.0730 4.4364
C -2.1933 -0.3685 3.2570
O -3.1452 0.2793 2.8493
C -0.9041 -0.5099 2.4848
C 0.0655 -1.4816 2.7497
C 1.1908 -1.5809 1.9242
C 1.3320 -0.7155 0.8404
N 0.3916 0.2577 0.6033
C -0.7269 0.3482 1.4018
H -3.0371 -0.9319 5.0255
H -1.3819 -1.4135 4.8765
H -0.0553 -2.1759 3.5809
H 1.9608 -2.3295 2.1046
H 2.1648 -0.7524 0.1428
H -1.4868 1.1145 1.1162
```

The value obtained for the highest occupied orbital energy is -19.65 eV. Its frontier orbital gap is 1.46 eV. As for the total charge: +4. The lowest unoccupied orbital energy is -18.19 eV. The molar mass is 521.75 g/mol. The value obtained for the total energy is -131592.9014 eV. As for the relative energy (zero: lowest compared OMol25 entry of this formula, charge and spin): 1.196 eV.

Here are the natural (NBO) charges for atoms 1 to 8, given in e:
1. Ga 1.512
2. Lu 1.981
3. Cl -0.165
4. Cl -0.409
5. C 0.391
6. C 0.497
7. C 0.423
8. O -0.211

No. 4
Entry from OMol25: a molecular structure, C9H6Cl2N2O4PdSe (wB97M-V/def2-TZVPD).

```
25
C9H6Cl2N2O4PdSe (wB97M-V/def2-TZVPD)
Pd 0.1673 -0.1069 -0.3455
O -0.4251 3.4347 2.0811
C -0.2749 2.2699 1.5051
O 0.0106 2.0946 0.3328
C -0.4781 1.1197 2.4464
C -0.6971 1.2149 3.8027
C -0.8278 0.0307 4.5305
C -0.7339 -1.1964 3.8859
C -0.5154 -1.1657 2.5186
N -0.3989 -0.0526 1.8180
C -0.3475 -2.3538 1.5472
O -0.5036 -3.4392 2.2200
O -0.1162 -2.1847 0.3652
H -0.2770 4.1508 1.4384
H -0.7625 2.1797 4.2849
H -0.9970 0.0702 5.5983
H -0.8270 -2.1266 4.4273
Se -0.7446 -0.5652 -2.5885
C 0.4703 0.0525 -3.7459
N 1.2497 0.4500 -4.5124
Cl 4.7007 1.6313 -0.9519
C 4.2449 0.0017 -0.7033
Cl 2.6354 -0.1041 0.2535
H 4.9293 -0.5210 -0.0486
H 4.0658 -0.5122 -1.6376
```

The value obtained for the highest occupied orbital energy (alpha / beta) is -17.22 / -17.23 eV. Its frontier orbital gap (alpha / beta) is 9.45 / 6.29 eV. As for the total charge: +2. The lowest unoccupied orbital energy (alpha / beta) is -7.77 / -10.94 eV. The molar mass is 462.44 g/mol. The spin multiplicity is 5. As for the expectation value of S²: 6.0286. The value obtained for the total energy is -114450.2038 eV. As for the relative energy (zero: lowest compared OMol25 entry of this formula, charge and spin): 0.000 eV.

Here are the natural (NBO) charges for atoms 1 to 8, given in e:
1. Pd 1.134
2. O -0.599
3. C 0.803
4. O -0.630
5. C 0.082
6. C -0.142
7. C -0.101
8. C -0.160

Q: Which maximum force values were calculated for the entries above? A: 6.0; 0.2; 11.6; 1.4, in eV/A.